13
Properties=species:S:1:pos:R:3:forces:R:3:nbo_charge:R:1 method="wB97M-V/def2-TZVPD" smiles="NC(=O)CCO" e_above_lowest_ev=1.817 multiplicity=1
N 0.2824 1.7227 -0.8305 -0.03 -0.03 0.64 -0.8596
C 1.1983 0.7680 -0.3078 0.30 -0.58 0.69 0.6954
O 2.3714 0.7110 -0.5602 -0.66 -0.24 -0.07 -0.5178
C 0.5027 -0.1077 0.7916 0.39 -0.20 -0.12 -0.5546
C -0.4711 -1.1028 0.1571 0.39 -0.23 0.08 -0.0631
O -1.5890 -0.3857 -0.3602 -0.15 -0.18 -0.14 -0.7416
H -0.4997 1.2174 -1.2592 0.26 0.00 -0.25 0.3962
H -0.1209 1.7975 0.1084 -0.96 1.46 -0.47 0.3588
H -0.0808 0.4616 1.5440 0.43 0.10 -0.49 0.2191
H 1.3013 -0.6105 1.3284 -0.04 -0.35 0.04 0.2394
H 0.0499 -1.6399 -0.6456 -0.11 -0.04 0.04 0.1710
H -0.8069 -1.8360 0.9037 0.11 0.16 -0.09 0.1757
H -2.1376 -0.9956 -0.8695 0.08 0.13 0.14 0.4810



17
Properties=species:S:1:pos:R:3:forces:R:3:nbo_charge:R:1 method="wB97M-V/def2-TZVPD" smiles="O=CCCO.C=C" e_above_lowest_ev=2.594 multiplicity=1
O 2.0746 -0.3118 1.0665 0.28 0.08 0.00 -0.7165
C 1.4512 -0.7664 -0.1183 -0.20 -0.15 -0.35 -0.0575
C 0.0841 -1.3185 0.2671 -0.06 0.02 0.08 -0.5401
C -0.4390 2.0120 0.3492 -0.14 -0.02 -0.04 -0.4171
C -1.7029 1.6946 0.0901 0.16 0.07 0.04 -0.3774
O -2.0659 -1.2951 -0.8092 0.48 -0.11 -0.06 -0.5171
C -0.8662 -1.3910 -0.9025 -0.27 -0.05 0.05 0.4561
H 2.9332 0.0595 0.8301 -0.12 -0.06 0.12 0.4718
H 1.3293 0.0559 -0.8421 0.00 -0.09 0.16 0.1640
H 2.0505 -1.5509 -0.6072 -0.08 0.15 0.07 0.1626
H -0.3654 -0.6911 1.0403 0.04 -0.09 -0.10 0.2431
H 0.0889 1.6299 1.2207 -0.11 0.08 -0.12 0.2022
H 0.1334 2.6561 -0.3143 -0.11 -0.04 0.07 0.1908
H -2.2174 2.0615 -0.7947 0.10 -0.02 0.12 0.1961
H -2.2792 1.0367 0.7360 0.12 0.10 -0.08 0.2021
H -0.3950 -1.5539 -1.8987 -0.08 0.03 0.09 0.1001
H 0.1857 -2.3273 0.6871 -0.01 0.09 -0.05 0.2370



21
Properties=species:S:1:pos:R:3:forces:R:3:nbo_charge:R:1 method="wB97M-V/def2-TZVPD" smiles="N#C/C=C/c1cccc(B(O)O)c1" e_above_lowest_ev=0.634 multiplicity=1
N 2.2457 -0.4724 -4.9911 0.37 -0.07 -1.74 -0.3027
C 1.9688 -0.3126 -3.9002 0.66 -0.30 0.45 0.2493
O 0.3366 -1.5967 3.4350 0.57 0.38 0.45 -0.8912
O 1.4804 0.5094 3.2000 0.22 0.02 -0.07 -0.8941
B 0.5658 -0.4198 2.7586 -1.16 0.16 -0.80 1.1325
C 1.6391 -0.2199 -2.5483 -0.97 0.55 1.80 -0.3387
C 0.3538 0.0617 -2.2922 -0.67 -0.72 2.82 -0.0807
C -2.2526 0.7688 0.4058 -1.04 0.37 -0.10 -0.2049
C -1.5711 0.2965 1.5143 -3.61 0.85 0.90 -0.1885
C -1.6624 0.6066 -0.8368 0.35 1.09 -1.36 -0.1921
C 0.3164 -0.1865 0.2695 0.51 0.08 -3.32 -0.1893
C -0.3098 -0.1057 1.4390 2.72 -1.14 3.40 -0.3694
C -0.3509 0.1169 -0.9164 0.97 0.28 -1.47 -0.0609
H -0.3410 -2.2181 3.1268 0.41 0.71 -0.18 0.5085
H 1.6302 1.3541 2.7110 -0.60 -1.41 0.41 0.5128
H 2.3784 -0.3594 -1.7420 -0.30 0.07 -0.75 0.2434
H -0.3374 0.1175 -3.0908 -0.47 0.33 -0.93 0.2099
H -3.2177 1.3076 0.5641 0.77 -0.80 -0.45 0.2242
H -2.1096 0.2256 2.4666 0.24 0.44 -0.21 0.2116
H -2.0890 1.0298 -1.7881 0.10 -0.62 1.18 0.2178
H 1.3261 -0.5034 0.2151 0.93 -0.25 -0.03 0.2024



18
Properties=species:S:1:pos:R:3:forces:R:3:nbo_charge:R:1 method="wB97M-V/def2-TZVPD" smiles="CC[C@@H](C)NC=O" e_above_lowest_ev=0.195 multiplicity=1
C 1.2000 1.7887 0.6111 0.00 0.06 -0.03 -0.6077
C 0.7123 0.4124 1.0555 0.01 -0.06 0.06 -0.3971
C 0.1353 -0.4235 -0.0882 0.15 -0.03 0.02 -0.0610
C -0.0441 -1.8965 0.2785 0.00 -0.03 -0.02 -0.6128
N -1.1244 0.1614 -0.5384 -0.09 -0.06 -0.08 -0.6208
C -1.5816 -0.0110 -1.8052 0.10 -0.06 -0.07 0.5301
O -0.9553 -0.5445 -2.7013 -0.21 0.18 0.28 -0.6163
H 1.9928 1.6937 -0.1403 -0.12 0.01 0.12 0.2077
H 0.3896 2.3723 0.1621 0.10 -0.07 0.07 0.2085
H 1.6028 2.3583 1.4548 -0.07 -0.07 -0.12 0.2118
H 1.5420 -0.1452 1.5070 -0.11 0.05 -0.10 0.2097
H -0.0461 0.5113 1.8474 0.09 -0.02 -0.11 0.1900
H 0.8108 -0.3654 -0.9489 -0.07 0.00 0.11 0.2193
H 0.9195 -2.3440 0.5452 -0.14 0.06 -0.03 0.2117
H -0.7267 -2.0163 1.1288 0.10 0.06 -0.10 0.1996
H -0.4524 -2.4431 -0.5769 0.05 0.06 0.14 0.2272
H -1.7759 0.4895 0.1607 0.07 -0.01 -0.13 0.3914
H -2.5985 0.4020 -1.9522 0.14 -0.04 0.00 0.1088



14
Properties=species:S:1:pos:R:3:forces:R:3:nbo_charge:R:1 method="wB97M-V/def2-TZVPD" smiles="CC1=CC=NC1=O.[H][H]" e_above_lowest_ev=2.029 multiplicity=1
C 1.2292 1.0196 -0.6113 0.06 -0.01 -0.02 -0.6494
C 0.4036 0.1686 0.2871 0.08 -0.09 0.12 -0.0414
C 0.7156 -0.7862 1.1641 0.02 0.16 -0.16 -0.2705
C -0.5750 -1.2473 1.7644 -0.21 0.03 0.00 0.1432
N -1.6222 -0.6555 1.3257 0.27 -0.12 0.09 -0.4699
C -1.1129 0.2948 0.3625 -0.22 0.32 -0.24 0.6331
O -1.7922 1.0584 -0.2655 0.27 -0.30 0.30 -0.4703
H 2.2887 0.7578 -0.5485 -0.16 0.03 0.01 0.2228
H 1.1110 2.0761 -0.3472 -0.01 -0.14 -0.04 0.2392
H 0.8986 0.9150 -1.6504 0.02 0.01 0.17 0.2416
H -1.0384 -0.2535 -2.9749 -0.04 -0.04 -0.01 -0.0175
H 1.6945 -1.1739 1.4214 -0.15 0.05 -0.05 0.2258
H -0.6458 -2.0246 2.5231 0.01 0.09 -0.11 0.1979
H -1.5549 -0.1492 -2.4506 0.05 0.01 -0.08 0.0151



61
Properties=species:S:1:pos:R:3:forces:R:3:nbo_charge:R:1 method="wB97M-V/def2-TZVPD" e_above_lowest_ev=0.000 multiplicity=1
Pt -0.5164 1.1009 -1.6505 -0.04 0.00 -0.16 0.5707
Se -0.4129 2.5513 0.2956 -0.01 -0.04 -0.19 -0.2557
P -2.4553 1.8568 0.6197 0.19 0.13 0.06 1.0463
Se -2.4306 0.0935 -0.6399 -0.16 -0.15 0.02 -0.2234
C -2.8400 1.5587 2.3547 0.01 -0.07 0.04 -0.4323
C -3.5941 0.4508 2.7208 -0.01 0.01 0.00 -0.1681
C -3.9104 0.2439 4.0553 0.00 0.00 -0.02 -0.2074
C -3.4674 1.1371 5.0194 0.01 0.01 0.01 -0.1904
C -2.7020 2.2368 4.6542 0.00 0.00 0.00 -0.2212
C -2.3847 2.4487 3.3226 -0.01 -0.02 -0.01 -0.1246
C -3.6770 3.0731 0.0669 -0.01 0.05 0.02 -0.4312
C -4.7842 2.6861 -0.6776 -0.01 0.00 0.01 -0.1820
C -5.7310 3.6316 -1.0473 0.00 -0.01 0.00 -0.2048
C -5.5716 4.9576 -0.6768 0.00 0.01 0.00 -0.1879
C -4.4608 5.3465 0.0614 -0.01 0.00 0.00 -0.2243
C -3.5134 4.4078 0.4319 0.00 -0.01 -0.01 -0.1259
H -3.9204 -0.2561 1.9671 0.00 0.00 0.00 0.2235
H -4.4971 -0.6190 4.3419 0.00 0.00 0.00 0.2178
H -3.7106 0.9723 6.0610 0.00 0.00 0.00 0.2170
H -2.3446 2.9251 5.4087 0.00 0.00 0.00 0.2184
H -1.7676 3.2941 3.0416 0.00 0.00 0.00 0.2131
H -4.8925 1.6543 -0.9861 0.00 0.00 0.00 0.2336
H -6.5881 3.3301 -1.6347 0.00 0.00 0.00 0.2194
H -6.3074 5.6940 -0.9726 0.00 0.00 0.00 0.2174
H -4.3272 6.3840 0.3379 0.00 0.00 0.00 0.2183
H -2.6326 4.7178 0.9811 0.00 0.00 0.00 0.2138
C 4.8524 -3.7727 -2.7462 0.12 0.04 -0.08 -0.6333
C 3.8436 -2.6957 -3.0382 -0.05 0.01 -0.07 0.0059
C 3.8253 -1.5206 -2.2981 0.12 0.19 -0.31 -0.2241
C 2.9083 -0.5158 -2.5726 -0.02 -0.07 0.02 -0.1969
C 2.0029 -0.6932 -3.6041 0.00 -0.05 0.01 -0.2907
C 2.0025 -1.8582 -4.3619 -0.01 0.05 -0.01 -0.1975
C 2.9194 -2.8512 -4.0718 0.00 -0.04 0.04 -0.2068
S 0.7870 0.5346 -3.9446 0.30 0.30 0.11 2.3786
O 1.0777 1.6770 -3.0165 -0.08 -0.12 0.01 -0.9726
O 0.8119 0.8354 -5.3366 0.00 -0.06 -0.04 -0.9102
O -0.5090 -0.0260 -3.4460 -0.18 -0.05 0.05 -0.9585
H 5.2557 -3.6680 -1.7393 0.08 0.00 -0.37 0.2104
H 5.6879 -3.7189 -3.4474 -0.01 -0.01 -0.03 0.2261
H 4.4090 -4.7644 -2.8397 0.00 -0.03 0.01 0.2174
H 4.5286 -1.3893 -1.4851 -0.20 0.11 -0.65 0.2244
H 2.8833 0.3927 -1.9868 0.02 0.02 0.00 0.2410
H 1.2886 -1.9814 -5.1659 0.01 0.01 -0.01 0.2341
H 2.9186 -3.7648 -4.6545 0.00 0.00 -0.01 0.2112
C 0.3928 -2.9274 2.7873 0.02 -0.07 0.04 -0.8214
S 0.3097 -1.9689 1.2674 -0.10 0.17 -0.09 1.2720
O -0.0536 -0.5916 1.6880 0.06 -0.06 0.11 -0.9852
C 2.0777 -1.9657 0.9479 -0.01 0.03 -0.04 -0.1721
C 2.7148 -3.1187 0.5094 0.09 0.01 0.01 -0.2472
C 4.0829 -3.0935 0.2897 -0.08 -0.12 0.51 -0.1964
C 4.7963 -1.9169 0.4875 -0.01 -0.15 0.65 -0.2349
C 4.1408 -0.7623 0.8909 0.04 -0.04 0.17 -0.2070
C 2.7707 -0.7810 1.1234 0.01 0.00 -0.04 -0.2331
H 1.0226 -2.3918 3.4959 0.00 0.00 0.00 0.2369
H 0.7917 -3.9188 2.5767 0.00 -0.01 0.02 0.2268
H -0.6263 -3.0033 3.1630 0.00 -0.01 0.00 0.2365
H 2.1483 -4.0268 0.3362 0.01 -0.01 0.01 0.2188
H 4.5921 -3.9898 -0.0410 -0.12 0.04 0.22 0.2162
H 5.8651 -1.8991 0.3156 0.03 0.01 -0.01 0.2225
H 4.6964 0.1566 1.0270 0.00 0.01 0.00 0.2213
H 2.2246 0.1017 1.4339 0.00 0.01 0.01 0.2571



84
Properties=species:S:1:pos:R:3:forces:R:3:mulliken_charge:R:1 method="wB97M-V/def2-TZVPD" total_energy_ha=-2649.34986 multiplicity=1
C -2.5122 6.0330 1.1991 1.05 0.35 0.30 -0.7699
N -2.5807 5.3815 -0.1232 -0.20 -0.62 0.71 -0.4021
C -3.7790 4.5022 -0.2620 -0.28 0.31 -0.86 -0.5063
Si -3.4937 2.6789 0.2317 -1.25 -0.34 -1.17 0.1414
C -2.0656 1.8357 -0.6991 0.32 0.76 -0.28 -0.5315
C -0.6268 2.1020 -0.1246 0.04 -1.77 0.70 0.7282
C -0.5374 2.2980 1.4231 1.26 0.17 -0.04 -1.1184
F 0.0492 3.1651 -0.7724 -0.86 -0.25 0.40 -0.3428
O -4.9362 1.8221 -0.2456 0.31 1.42 2.09 -0.3244
Si -6.2486 2.1621 0.8114 0.38 -0.91 -1.60 0.5103
H -2.9905 7.0482 1.1728 0.10 -1.06 0.11 0.2737
H -2.9010 5.4034 2.0464 0.06 0.59 -0.67 0.2654
H -1.4256 6.2251 1.4328 -1.02 -0.13 -0.22 0.3107
H -1.7684 4.7706 -0.2196 0.00 0.45 -0.07 0.2387
H -4.0585 4.4916 -1.3570 0.06 0.00 0.97 0.2559
H -4.6433 4.9720 0.2802 0.73 -0.49 -0.46 0.3488
H -3.3363 2.6373 1.6979 -0.02 -0.25 0.12 -0.0583
H -2.0830 2.2317 -1.7529 0.01 -0.51 0.81 0.4255
H -2.2792 0.7305 -0.7407 0.33 1.03 0.14 0.0953
H -0.0185 1.1835 -0.3571 -0.44 0.88 0.12 0.0544
H 0.5606 2.2677 1.6820 -1.00 0.08 -0.24 0.3575
H -0.8937 3.3007 1.7792 -0.03 -0.95 -0.40 0.2335
H -0.9926 1.4517 2.0040 0.09 0.86 -0.77 0.2917
H -6.0357 3.3855 1.5888 0.17 0.12 0.19 -0.1388
H -7.4461 2.3423 -0.0368 0.03 0.08 0.03 -0.1683
H -6.5252 1.0015 1.6823 0.18 0.06 0.13 -0.1510
O -1.5747 -2.0195 0.8637 -3.26 1.16 2.20 -0.8046
P -2.3253 -3.3380 1.1259 6.03 -2.98 -3.51 0.8491
N -1.0643 -4.0539 2.0609 0.30 0.20 0.70 0.1870
C -0.7794 -5.4742 2.1638 -0.56 -0.29 -0.03 -0.9299
C -0.8846 -3.4426 3.3768 0.05 0.55 -0.09 -1.1023
N -2.1813 -3.8480 -0.5258 -0.14 -0.73 -0.96 0.1944
C -0.8723 -4.2339 -1.0411 0.25 -0.04 0.41 -1.1122
C -2.8002 -2.9080 -1.4606 -0.27 -0.02 0.28 -1.1824
N -3.3781 -4.7497 1.4518 -2.28 1.86 0.81 0.0434
C -3.8643 -5.6637 0.4216 0.03 0.00 -0.59 -0.9436
C -4.5230 -4.3447 2.2910 0.11 -0.15 0.53 -1.0985
H -1.4394 -5.9827 2.8783 0.00 -0.06 0.01 0.3160
H 0.2510 -5.6204 2.5000 -0.02 0.24 0.02 0.3476
H -0.8625 -5.9916 1.2103 -0.16 0.12 -0.04 0.2473
H -1.6646 -3.7693 4.0788 0.11 -0.10 0.14 0.3287
H -0.9270 -2.3535 3.3145 -0.04 -0.06 -0.15 0.2281
H 0.0905 -3.6938 3.8010 -0.04 -0.14 -0.10 0.3736
H -0.0978 -3.4933 -0.8139 0.07 0.00 -0.04 0.3145
H -0.9052 -4.3682 -2.1240 -0.24 0.14 0.01 0.4294
H -0.5610 -5.1996 -0.6412 0.06 0.07 0.12 0.2333
H -2.1713 -2.0285 -1.6383 -0.05 0.04 0.04 0.3077
H -3.7633 -2.5587 -1.0738 0.03 0.05 0.00 0.3908
H -2.9973 -3.3949 -2.4195 0.07 -0.10 0.07 0.3743
H -4.5065 -5.1675 -0.3114 0.01 -0.13 -0.08 0.2936
H -4.4447 -6.4687 0.8860 -0.04 0.28 0.36 0.3956
H -3.0432 -6.1559 -0.0959 0.03 0.29 -0.03 0.2666
H -5.2366 -3.7349 1.7280 -0.14 -0.10 0.08 0.3496
H -4.1754 -3.7557 3.1469 0.04 0.05 -0.07 0.3445
H -5.0449 -5.2150 2.6962 0.07 0.00 -0.10 0.3629
O 5.0826 -0.2559 -3.0983 -2.87 2.04 -1.96 -0.8650
P 4.6472 0.9086 -2.1933 5.37 -2.48 4.31 1.0021
N 6.1725 1.7166 -2.2061 0.37 0.29 -0.51 0.0888
C 6.7009 2.5581 -1.1477 -0.51 0.28 0.25 -0.9077
C 6.5130 2.3145 -3.4959 -0.08 -0.41 -0.39 -1.1104
N 4.5228 -0.0935 -0.7817 -0.13 -0.24 1.15 0.2064
C 5.7390 -0.6091 -0.1646 0.33 0.28 -0.22 -1.1024
C 3.5753 -1.1947 -0.9556 -0.18 0.27 -0.17 -1.3231
N 3.9086 2.2614 -1.2829 -2.14 0.07 -2.00 0.0673
C 3.3637 2.1387 0.0660 -0.06 -0.45 0.35 -0.7673
C 2.9133 2.9551 -2.1244 0.24 0.44 -0.27 -1.1877
H 6.2922 3.5764 -1.1791 0.01 0.04 0.05 0.3167
H 7.7882 2.6324 -1.2432 -0.05 -0.11 -0.20 0.3493
H 6.5116 2.1559 -0.1545 -0.18 -0.06 -0.06 0.2387
H 5.9562 3.2473 -3.6631 0.15 0.13 0.00 0.3452
H 6.2810 1.6354 -4.3184 -0.06 -0.06 0.15 0.3153
H 7.5819 2.5323 -3.5622 -0.03 0.02 0.18 0.3492
H 6.4117 -1.0766 -0.8918 0.06 -0.05 0.02 0.3109
H 5.5019 -1.3494 0.6024 -0.25 -0.01 -0.11 0.4088
H 6.2813 0.1810 0.3565 0.08 0.04 -0.13 0.2542
H 3.9990 -2.0142 -1.5461 -0.06 0.03 -0.07 0.3693
H 2.6712 -0.8465 -1.4662 0.02 -0.03 -0.03 0.3722
H 3.2634 -1.5892 0.0156 0.09 0.10 0.04 0.3776
H 2.5168 1.4477 0.1159 0.00 0.01 0.15 0.0200
H 3.0183 3.1182 0.4153 -0.03 0.11 -0.45 0.3948
H 4.1253 1.8251 0.7779 -0.02 -0.21 -0.21 0.3433
H 2.0180 2.3437 -2.2666 -0.12 0.19 0.03 0.3411
H 3.3365 3.1731 -3.1117 0.05 -0.11 0.01 0.3997
H 2.6210 3.9122 -1.6868 0.01 -0.12 0.07 0.3692



13
Properties=species:S:1:pos:R:3:forces:R:3:nbo_charge:R:1 method="wB97M-V/def2-TZVPD" smiles="O=CNC1=NC=NC1" e_above_lowest_ev=2.324 multiplicity=1
C -1.1933 0.3659 2.0125 3.78 1.84 0.38 0.5288
C -0.0227 -0.3027 -0.1118 -0.57 1.80 -0.98 0.4233
C 1.1205 0.5214 -1.7170 0.84 2.54 1.52 0.2284
C 0.3226 -1.3924 -1.1043 0.20 -0.60 -0.73 -0.3627
H -1.8341 -0.2647 2.5872 -1.34 0.67 1.58 0.1158
H -1.3916 -1.4394 0.9633 0.71 1.68 0.16 0.4112
H 1.8854 1.1558 -2.0843 0.00 1.24 -0.75 0.1891
H 1.0788 -2.1271 -0.6279 -1.11 1.05 -0.93 0.2519
H -0.5069 -1.9715 -1.6060 0.59 0.53 1.07 0.2454
N -0.9137 -0.5022 0.9672 0.87 -0.57 -1.85 -0.6233
N 0.4656 0.8551 -0.5392 -1.28 -1.69 2.50 -0.4628
N 1.0009 -0.6063 -2.1679 0.13 -5.08 -0.80 -0.4182
O -0.5580 1.4084 2.3087 -2.84 -3.41 -1.15 -0.5270



Number 1: F_max 1.8 eV Å⁻¹. Number 2: F_max 0.5 eV Å⁻¹. Number 3: F_max 4.5 eV Å⁻¹. Number 4: F_max 0.4 eV Å⁻¹. Number 5: F_max 0.5 eV Å⁻¹. Number 6: F_max 0.7 eV Å⁻¹. Number 7: F_max 7.6 eV Å⁻¹. Number 8: F_max 5.1 eV Å⁻¹.